The following is a quantum chemistry calculation of the ion C6H10ClN2 with charge +1, from OMol25.

For the highest occupied orbital energy, the calculation gives -14.035 eV. Its SMILES is C/N=C/[C@@H](C)C=[N+]=CCl. For the strongest force on any atom, the calculation gives 0.074 Eh/bohr. Its spin multiplicity is 1. As for the charge: +1. The value obtained for the energy above the lowest of the compared OMol25 structures with the same formula, charge and spin is 3.7522 eV. As for the HOMO-LUMO gap: 0.337 Eh.

Element x y z (Å)
C  1.698  1.579  1.305
N  1.110  0.642  0.330
C  0.384  -0.280  0.748
C  -0.420  -1.150  -0.128
C  -1.319  -2.167  0.496
C  -1.023  -0.487  -1.246
N  -0.887  0.707  -1.643
C  0.041  1.573  -1.842
Cl  -0.061  3.138  -1.266
H  0.894  2.233  1.684
H  2.392  2.267  0.550
H  2.306  1.160  2.136
H  -0.056  -0.382  1.700
H  0.350  -1.684  -0.845
H  -0.712  -2.822  1.148
H  -1.885  -2.773  -0.112
H  -2.103  -1.730  1.023
H  -1.748  -1.094  -1.715
H  1.039  1.269  -2.322


The following is a quantum chemistry calculation of a structure of composition C16H20Cl5InN4O2, from OMol25.

For the highest occupied orbital energy, the calculation gives -13.479 eV. For the strongest force on any atom, the calculation gives 0.011 Eh/bohr. Its spin multiplicity is 1. As for the charge: +2. The value obtained for the energy above the lowest of the compared OMol25 structures with the same formula, charge and spin is 0.0798 eV. As for the HOMO-LUMO gap: 0.273 Eh.

Element x y z (Å)
In  -0.352  -0.428  -0.078
N  -0.128  -2.708  -0.214
C  -0.617  -3.449  0.970
C  -0.396  -2.620  2.229
N  -0.935  -1.249  2.108
C  -2.379  -1.085  2.370
C  -3.239  -1.338  1.136
N  -2.681  -0.618  -0.020
H  0.867  -2.872  -0.346
H  -0.570  -3.046  -1.066
H  -1.671  -3.674  0.822
H  -0.104  -4.406  1.075
H  -0.821  -3.135  3.094
H  0.678  -2.522  2.407
H  -0.439  -0.666  2.772
H  -2.705  -1.726  3.192
H  -2.523  -0.051  2.692
H  -3.280  -2.398  0.891
H  -4.264  -1.030  1.346
H  -2.907  -1.084  -0.896
H  -3.080  0.313  -0.112
O  1.895  -0.690  -0.759
C  2.929  0.048  -0.112
C  2.336  0.821  1.038
C  3.183  1.519  1.889
C  2.642  2.335  2.862
C  1.257  2.443  2.956
C  0.484  1.707  2.090
N  1.006  0.891  1.157
H  2.022  -0.742  -1.718
H  3.380  0.759  -0.807
H  3.706  -0.635  0.238
H  4.255  1.430  1.770
H  3.283  2.893  3.530
H  0.791  3.092  3.682
H  -0.598  1.769  2.127
Cl  0.389  4.276  -5.538
C  0.121  2.932  -4.518
C  -0.410  3.120  -3.243
Cl  -0.794  4.686  -2.671
C  -0.628  2.010  -2.436
Cl  -1.262  2.235  -0.813
C  -0.339  0.707  -2.846
O  -0.578  -0.358  -2.088
C  0.228  0.546  -4.117
Cl  0.676  -1.045  -4.595
C  0.446  1.640  -4.949
Cl  1.126  1.404  -6.498


Please write out number 1 again, unchanged.
The following is a quantum chemistry calculation of the ion C6H10ClN2 with charge +1, from OMol25.

For the highest occupied orbital energy, the calculation gives -14.035 eV. Its SMILES is C/N=C/[C@@H](C)C=[N+]=CCl. For the strongest force on any atom, the calculation gives 0.074 Eh/bohr. Its spin multiplicity is 1. As for the charge: +1. The value obtained for the energy above the lowest of the compared OMol25 structures with the same formula, charge and spin is 3.7522 eV. As for the HOMO-LUMO gap: 0.337 Eh.

Element x y z (Å)
C  1.698  1.579  1.305
N  1.110  0.642  0.330
C  0.384  -0.280  0.748
C  -0.420  -1.150  -0.128
C  -1.319  -2.167  0.496
C  -1.023  -0.487  -1.246
N  -0.887  0.707  -1.643
C  0.041  1.573  -1.842
Cl  -0.061  3.138  -1.266
H  0.894  2.233  1.684
H  2.392  2.267  0.550
H  2.306  1.160  2.136
H  -0.056  -0.382  1.700
H  0.350  -1.684  -0.845
H  -0.712  -2.822  1.148
H  -1.885  -2.773  -0.112
H  -2.103  -1.730  1.023
H  -1.748  -1.094  -1.715
H  1.039  1.269  -2.322